{"formula": "H16O8", "method": "wB97M-V/def2-TZVPD", "elements": ["O", "O", "O", "O", "O", "O", "O", "O", "H", "H", "H", "H", "H", "H", "H", "H", "H", "H", "H", "H", "H", "H", "H", "H"], "coordinates": [[-2.262, -2.996, -0.152], [-0.378, -0.369, -1.827], [1.125, 2.130, 0.886], [-1.818, 1.764, -0.301], [2.518, -1.246, 0.182], [-0.212, -0.245, 1.046], [-3.480, -0.425, -0.983], [4.246, 0.776, 1.596], [-0.311, -0.379, 0.116], [0.520, 2.864, 0.836], [2.422, -0.446, -0.358], [1.984, 2.466, 0.892], [3.355, 0.646, 1.872], [-1.650, 1.426, 0.598], [0.459, 0.421, 1.146], [-2.885, 0.300, -0.740], [-1.137, 1.369, -0.841], [4.447, -0.008, 1.015], [-0.814, -0.456, -2.677], [1.658, -1.576, 0.468], [-1.358, -3.016, 0.168], [-4.351, -0.122, -0.714], [-2.555, -2.099, -0.273], [0.480, -0.772, -1.949]], "mulliken_charge": [-0.63, -0.53, -0.57, -0.72, -0.62, -0.56, -0.66, -0.65, 0.20, 0.27, 0.30, 0.27, 0.33, 0.36, 0.38, 0.41, 0.32, 0.32, 0.28, 0.32, 0.30, 0.30, 0.37, 0.21], "homo_energy_ev": -10.7340, "smiles": "O.O.O.O.O.O.O.O", "lumo_energy_ev": -0.13, "relative_energy_kj_mol": 181.2, "energy_ev": -16640.132}

{"formula": "C8H12NO3", "method": "wB97M-V/def2-TZVPD", "elements": ["O", "O", "O", "N", "C", "C", "C", "C", "C", "C", "C", "C", "H", "H", "H", "H", "H", "H", "H", "H", "H", "H", "H", "H"], "coordinates": [[-1.173, 0.176, -0.959], [1.653, -1.643, -0.635], [3.962, 1.022, -0.606], [-0.469, -2.618, -0.054], [0.242, -1.627, -0.270], [1.502, 1.386, 1.175], [-0.162, -0.180, 0.027], [3.657, -0.123, -0.559], [1.165, 0.582, -0.091], [-3.489, -0.215, 0.091], [2.211, -0.512, -0.406], [-2.428, 0.754, -0.591], [-0.166, -3.469, -0.520], [-2.742, 1.105, -1.576], [0.820, 2.303, 1.182], [1.280, 0.727, 2.050], [-0.658, -0.047, 0.992], [-2.267, 1.557, 0.226], [-3.290, -1.147, -0.389], [-4.474, 0.188, 0.246], [2.597, 1.648, 1.185], [-3.191, -0.233, 1.131], [0.968, 1.228, -0.965], [4.450, -0.863, -0.683]], "mulliken_charge": [-0.44, -0.23, -0.30, -0.43, -0.08, -1.27, 0.19, -0.41, 0.23, -1.01, 0.67, -0.26, 0.32, 0.33, 0.34, 0.41, 0.55, 0.25, 0.29, 0.39, 0.35, 0.27, 0.39, 0.46], "homo_energy_ev": -13.6252, "total_charge": 1, "lumo_energy_ev": -7.13, "relative_energy_kj_mol": 295.7, "energy_ev": -16112.224}

{"formula": "BH36O16", "method": "wB97M-V/def2-TZVPD", "elements": ["O", "O", "O", "O", "O", "O", "O", "O", "O", "O", "O", "O", "O", "O", "O", "O", "B", "H", "H", "H", "H", "H", "H", "H", "H", "H", "H", "H", "H", "H", "H", "H", "H", "H", "H", "H", "H", "H", "H", "H", "H", "H", "H", "H", "H", "H", "H", "H", "H", "H", "H", "H", "H"], "coordinates": [[-2.106, 11.358, -9.849], [-3.068, 9.072, -8.657], [-3.027, 10.529, -4.503], [-6.439, 13.055, -5.054], [-5.843, 10.648, -8.688], [-6.364, 9.571, -6.299], [-7.708, 13.106, -7.697], [-4.239, 13.020, -10.255], [-0.686, 11.085, -6.950], [-4.542, 14.306, -3.076], [-1.603, 15.009, -10.249], [-4.888, 16.527, -8.878], [-2.336, 15.622, -5.820], [-0.222, 13.056, -5.099], [0.370, 12.778, -8.630], [-0.234, 15.094, -7.540], [-3.680, 12.956, -6.978], [-5.736, 13.634, -5.109], [-4.484, 15.103, -2.494], [0.144, 15.824, -8.043], [-5.587, 11.537, -8.390], [-5.601, 16.012, -8.490], [-0.390, 11.742, -6.362], [-0.884, 13.158, -4.400], [-0.917, 15.382, -6.944], [-4.763, 16.160, -9.753], [-2.827, 16.071, -6.487], [-1.563, 11.384, -6.951], [-1.957, 14.729, -11.086], [-3.673, 9.894, -4.317], [-4.697, 13.538, -7.339], [-5.172, 12.876, -10.526], [-2.603, 14.693, -5.982], [-3.480, 13.226, -5.767], [-3.428, 11.127, -5.129], [-8.560, 13.338, -7.378], [-6.070, 10.028, -7.096], [-2.781, 9.856, -9.117], [-4.287, 13.067, -9.334], [-2.738, 11.993, -9.656], [-1.601, 14.211, -9.661], [0.154, 13.663, -8.259], [-0.033, 12.067, -8.106], [-1.495, 11.614, -10.594], [0.597, 12.891, -4.671], [-7.348, 13.931, -8.025], [-5.786, 9.970, -5.668], [-6.662, 10.749, -9.091], [-6.575, 12.795, -5.980], [-2.696, 13.316, -7.688], [-3.694, 13.886, -3.047], [-3.859, 11.717, -7.094], [-2.549, 8.388, -9.028]], "mulliken_charge": [-0.66, -0.57, -0.62, -0.66, -0.57, -0.69, -0.56, -0.61, -0.83, -0.57, -0.65, -0.61, -0.88, -0.55, -0.76, -0.57, 2.39, 0.24, 0.29, 0.22, 0.31, 0.28, 0.41, 0.26, 0.36, 0.31, 0.36, 0.25, 0.27, 0.28, -0.46, 0.30, 0.06, -0.63, 0.24, 0.26, 0.39, 0.39, -0.04, 0.22, 0.39, 0.31, 0.56, 0.29, 0.22, 0.29, 0.27, 0.24, 0.38, -0.51, 0.27, -0.55, 0.27], "homo_energy_ev": -6.5070, "total_charge": -1, "lumo_energy_ev": 2.07, "relative_energy_kj_mol": 79.6, "energy_ev": -34021.746}

{"formula": "CH2F3P", "method": "wB97M-V/def2-TZVPD", "elements": ["P", "F", "F", "F", "C", "H", "H"], "coordinates": [[0.527, -0.071, 0.102], [1.337, -0.665, -1.152], [1.344, 1.240, 0.175], [1.612, -0.666, 1.299], [-1.213, 0.217, -0.281], [-1.775, -0.657, -0.613], [-1.831, 0.603, 0.471]], "mulliken_charge": [0.96, -0.22, -0.19, -0.31, -0.79, 0.27, 0.29], "homo_energy_ev": -9.8572, "smiles": "C=P(F)(F)F", "lumo_energy_ev": -0.22, "relative_energy_kj_mol": 73.1, "energy_ev": -18511.057}

{"formula": "C29H26BCl3N7O2PV", "method": "wB97M-V/def2-TZVPD", "elements": ["V", "Cl", "Cl", "Cl", "P", "O", "O", "N", "N", "N", "N", "N", "N", "N", "C", "C", "C", "C", "C", "C", "C", "C", "C", "C", "C", "C", "C", "C", "C", "C", "C", "C", "C", "C", "C", "C", "C", "C", "C", "C", "C", "C", "C", "B", "H", "H", "H", "H", "H", "H", "H", "H", "H", "H", "H", "H", "H", "H", "H", "H", "H", "H", "H", "H", "H", "H", "H", "H", "H", "H"], "coordinates": [[0.663, 0.431, -0.795], [1.550, 4.374, -3.178], [1.303, 5.103, -0.503], [-0.879, 5.847, -2.231], [-1.141, 0.153, 0.983], [-1.515, 3.121, -1.969], [0.400, 2.456, -1.096], [1.547, 1.186, 1.375], [2.258, -2.098, -1.541], [1.149, -1.016, -3.478], [1.534, -1.654, -0.476], [2.579, 0.905, -1.707], [0.145, -0.394, -2.703], [3.094, 0.025, -2.538], [4.291, 0.394, -2.984], [-0.737, -1.138, -4.648], [4.585, 1.644, -2.420], [-2.320, -1.157, 0.797], [-0.965, -0.480, -3.398], [-1.848, 1.812, 3.067], [-0.364, 3.278, -1.619], [-4.085, -3.313, 0.816], [-2.085, -2.299, 0.052], [-2.771, 2.396, 0.899], [2.499, -3.410, -1.442], [1.970, -1.495, 3.949], [-2.654, 2.803, 3.618], [2.230, -0.432, 3.107], [-3.412, -1.174, 1.689], [2.088, -3.845, -0.225], [0.329, 4.602, -1.928], [-4.332, -2.235, 1.630], [-2.959, -3.319, 0.021], [1.312, 0.122, 2.282], [0.586, -1.494, -4.582], [-0.023, -0.363, 2.344], [3.472, 1.919, -1.646], [1.507, -2.701, 0.375], [0.652, -1.939, 4.078], [-0.344, -1.382, 3.293], [-3.471, 3.428, 1.493], [-3.445, 3.650, 2.850], [-2.011, 1.526, 1.694], [2.504, -1.301, -2.839], [0.966, -2.667, 1.313], [-1.269, -2.306, -0.604], [3.211, 2.847, -1.132], [5.393, 2.364, -2.643], [1.171, -1.954, -5.348], [3.198, -1.988, -3.573], [-5.142, -2.272, 2.341], [-4.851, -4.072, 0.755], [-4.029, 4.068, 0.854], [-1.420, -1.167, -5.460], [0.393, -2.591, 4.872], [2.946, -3.895, -2.292], [-1.202, 1.212, 3.716], [4.825, -0.212, -3.632], [-4.010, 4.444, 3.271], [2.530, 1.358, 1.087], [-2.443, 2.982, 4.654], [-3.613, -0.373, 2.327], [-2.732, 2.266, -0.162], [-1.378, -1.751, 3.356], [-2.854, -4.136, -0.654], [3.236, -0.025, 3.162], [-1.846, 0.045, -3.020], [2.800, -1.896, 4.546], [1.049, 2.044, 1.652], [2.186, -4.858, 0.148]], "mulliken_charge": [0.83, -0.12, -0.18, -0.13, 1.80, -0.70, -0.56, -0.33, -0.34, 0.07, 0.69, 0.76, 0.62, -0.32, -0.12, -1.28, -1.27, 0.17, -0.52, -0.24, 0.05, -0.50, -0.25, -0.65, -0.16, -0.83, -0.66, -0.39, -0.73, -1.56, 0.78, -0.90, -0.78, 0.00, -0.12, 0.08, -0.44, -0.15, -0.69, -0.48, -0.68, -0.63, 0.53, 0.14, 0.53, 0.21, 0.44, 0.34, 0.45, -0.16, 0.40, 0.37, 0.47, 0.44, 0.48, 0.45, 0.27, 0.50, 0.44, 0.26, 0.40, 0.55, 0.48, 0.38, 0.48, 0.45, 0.51, 0.38, 0.25, 0.42], "s_squared": 3.7579, "homo_energy_ev": [-7.4366, -8.8208], "spin_multiplicity": 4, "lumo_energy_ev": [0.28, 0.20], "energy_ev": -118245.227}

{"formula": "C11H15N", "method": "wB97M-V/def2-TZVPD", "elements": ["N", "C", "C", "C", "C", "C", "C", "C", "C", "C", "C", "C", "H", "H", "H", "H", "H", "H", "H", "H", "H", "H", "H", "H", "H", "H", "H"], "coordinates": [[0.456, 0.612, -1.517], [0.614, 1.667, 0.516], [-0.747, 1.330, 0.224], [-0.979, -4.059, -1.030], [1.310, 1.197, -0.650], [1.193, 2.454, 1.540], [-2.007, 1.783, 0.956], [2.485, 2.864, 1.255], [2.701, 1.509, -0.772], [-0.855, 0.722, -0.990], [-1.858, -4.077, 0.285], [3.203, 2.311, 0.212], [-2.694, 2.344, 0.327], [-2.684, -3.364, 0.272], [-2.382, 0.873, 1.421], [-2.443, -4.979, 0.132], [0.686, 0.583, -2.496], [0.061, -4.369, -0.917], [-1.015, -3.080, -1.511], [4.282, 2.479, 0.184], [3.301, 1.041, -1.542], [-1.828, 2.628, 1.643], [-1.140, -4.061, 1.095], [2.924, 3.597, 1.928], [0.610, 2.584, 2.429], [-1.443, -4.821, -1.663], [-1.751, 0.233, -1.331]], "mulliken_charge": [-0.09, 0.77, 0.70, -0.70, -0.24, -0.55, -1.33, -0.62, -0.69, -0.70, -0.80, -0.38, 0.34, 0.28, 0.30, 0.27, 0.24, 0.28, 0.17, 0.33, 0.37, 0.33, 0.25, 0.36, 0.45, 0.24, 0.41], "homo_energy_ev": -7.8904, "smiles": "Cc1c[nH]c2ccccc12.CC", "lumo_energy_ev": 0.90, "relative_energy_kj_mol": 149.5, "energy_ev": -13139.242}